1.
C32H90F2N9O13PbS2 as an isolated structure at a distorted geometry, computed with the ωB97M-V functional and the def2-TZVPD basis.

Properties
- gap between HOMO and LUMO (eV) = 1.0
- highest occupied orbital energy (hartree) = -0.360
- relative energy (zero: lowest compared OMol25 entry of this formula, charge and spin) (kJ/mol) = 1524.0
- E (Ha) = -3932.110670

```
! RIJCOSX wB97M-V def2-TZVPD def2/J DEFGRID3
* xyz 1 1
C 9.637 -5.675 -7.159
C 19.116 -8.725 -13.298
H 21.877 -19.396 -4.445
O 17.506 -8.443 -4.795
C 7.675 -12.689 -7.619
H 18.475 -19.021 -6.650
H 5.913 -11.946 -8.685
C 18.836 -5.243 7.101
C 23.445 -7.364 0.909
H 13.238 -18.201 -5.197
H 24.300 -10.577 0.940
O 10.154 -13.300 4.418
N 18.233 -3.114 7.876
H 18.463 -11.190 -13.429
H 19.448 -7.831 -12.771
H 22.030 -9.531 -0.449
S 17.555 -9.254 -6.023
H 19.169 -5.809 6.230
H 14.513 -11.211 -12.662
H 16.262 -4.081 6.071
H 9.022 -13.900 -6.594
H 14.885 -18.672 -0.411
O 17.862 -9.362 -12.796
H 11.725 -19.544 -3.836
H 7.277 -4.725 -9.560
H 12.173 -10.273 2.379
N 9.791 -6.438 -9.647
H 10.820 -10.850 1.626
N 15.119 -10.549 -13.126
H 16.606 -11.463 -11.911
H 11.973 -12.151 4.824
C 7.990 -14.278 -4.100
H 22.642 -6.758 1.328
H 8.870 -11.766 3.568
H 7.245 -14.589 -3.367
C 17.190 -3.539 5.889
C 17.574 -10.562 -13.491
C 20.303 -18.365 -6.524
H 7.794 -11.640 -7.349
H 9.642 -7.410 -9.419
H 7.112 -5.068 -7.959
H 11.494 -10.910 5.763
H 21.379 -18.506 -6.624
S 15.571 -10.437 -6.123
O 20.134 -18.294 -4.042
H 11.335 -3.858 -5.696
H 10.314 -9.983 3.893
C 23.127 -8.896 1.200
H 7.189 -6.418 -9.031
O 15.755 -11.798 -6.604
H 23.060 -8.938 2.287
H 9.409 -4.396 -8.917
H 12.532 -19.321 -6.025
H 12.615 -21.893 -4.762
H 13.048 -21.675 -3.098
N 19.400 -19.424 -6.686
H 20.713 -11.736 -0.477
H 14.258 -21.380 -4.296
H 17.458 -10.316 -14.547
C 13.802 -18.733 -0.515
H 17.968 -5.828 7.404
H 20.659 -16.686 -5.220
H 19.557 -5.325 7.913
H 12.606 -5.045 -5.854
H 8.851 -14.341 3.305
H 20.025 -17.988 -8.716
C 12.768 -19.782 -4.045
F 14.202 -10.065 -6.901
H 9.152 -5.016 -6.438
C 13.384 -19.092 -2.799
C 21.833 -9.497 0.623
H 14.869 -10.733 -14.087
C 21.467 -18.664 -3.749
O 21.588 -10.784 1.036
H 23.429 -7.334 -0.181
C 10.776 -10.970 3.913
H 19.466 -20.015 -5.870
H 8.694 -15.083 -4.316
C 11.523 -4.920 -5.859
N 8.581 -12.769 -8.783
H 13.387 -18.002 -2.764
H 9.013 -13.661 -8.978
H 13.523 -18.909 0.523
H 19.524 -10.794 0.452
C 9.149 -14.270 4.351
H 13.575 -17.676 -0.656
Pb 14.414 -6.484 -10.651
O 15.072 -10.091 -4.806
H 14.472 -19.160 -2.807
C 19.888 -17.473 -7.765
H 9.583 -6.272 -10.621
H 20.918 -8.906 0.661
C 16.369 -11.306 -12.963
O 17.947 -2.814 -9.615
C 6.187 -12.843 -8.130
H 20.611 -16.699 -8.023
H 15.095 -13.043 -13.295
H 5.439 -12.942 -7.343
C 11.425 -11.055 2.510
H 20.094 -12.283 1.101
H 18.995 -3.212 8.531
H 17.301 -5.051 2.974
H 9.463 -6.706 -6.851
C 9.228 -5.448 -8.694
O 10.999 -5.310 -7.157
C 13.194 -21.255 -4.093
H 19.293 -3.252 6.233
H 15.858 -12.654 -14.775
C 19.987 -17.544 -5.251
H 19.924 -9.456 -13.263
F 18.423 -8.378 -6.954
H 23.967 -9.838 -0.330
H 18.350 -5.479 4.447
H 24.361 -7.113 1.443
H 8.104 -12.604 -9.658
O 13.172 -19.631 -1.492
N 11.841 -11.150 4.845
C 20.415 -11.417 0.522
H 22.178 -17.845 -3.854
N 16.309 -9.162 -6.952
N 13.237 -19.205 -5.311
O 7.363 -13.646 -5.250
H 12.028 -11.943 2.321
C 7.644 -5.448 -8.832
C 7.938 -13.794 -6.561
C 18.467 -3.806 6.679
H 18.959 -17.221 -5.088
O 18.328 -10.488 -5.978
C 9.684 -12.006 4.252
H 16.845 -2.516 6.044
C 17.437 -5.032 4.055
H 8.960 -11.668 4.995
H 11.210 -5.473 -4.974
H 19.158 -8.559 -14.375
H 9.515 -15.272 4.578
H 21.473 -19.082 -2.742
H 7.544 -14.674 -7.068
H 18.225 -2.127 7.664
H 8.524 -13.487 -3.574
H 16.625 -5.655 4.430
N 24.301 -9.626 0.599
H 6.003 -13.713 -8.760
H 18.887 -17.042 -7.747
H 8.161 -14.165 4.800
H 18.205 -2.644 -8.709
O 17.237 -3.690 4.515
C 16.023 -12.637 -13.698
H 16.843 -13.343 -13.564
H 18.579 -2.325 -10.141
*
```

***

2.
A 9-piece molecular cluster, C32H90F3N8O12 overall at a distorted geometry, computed with the ωB97M-V functional and the def2-TZVPD basis.

Properties
- gap between HOMO and LUMO (eV) = 3.4
- highest occupied orbital energy (hartree) = -0.437
- relative energy (zero: lowest compared OMol25 entry of this formula, charge and spin) (kJ/mol) = 0.0
- E (Ha) = -2911.587963

```
! RIJCOSX wB97M-V def2-TZVPD def2/J DEFGRID3
* xyz 5 1
H 1.855 1.241 -8.270
O 2.135 1.364 -0.149
H 0.497 -6.806 -2.689
H 2.774 -4.321 7.332
C -5.894 4.548 4.346
H 2.402 -1.673 -5.674
C -0.553 -8.914 -0.592
N 1.797 4.338 7.559
H 0.876 4.750 7.500
H -4.619 -0.303 -3.474
C 0.832 -1.076 -7.492
H -2.047 -10.693 0.887
H 8.031 1.494 -5.279
H -1.586 -8.568 -0.566
C 1.847 2.913 7.041
O -7.836 -1.308 -6.710
H -0.153 8.159 0.502
H -0.032 -4.192 5.809
H 1.986 4.331 8.551
H 8.373 6.150 -3.191
H 1.607 -3.132 7.577
C -4.987 -1.102 -4.118
H 1.631 1.567 8.709
H 1.755 -0.782 -4.521
C 0.166 -6.909 -1.656
H 3.270 0.446 -7.624
H -4.699 5.094 2.651
H 1.112 -5.387 5.121
H -6.629 3.055 1.930
H -0.816 -3.955 -7.073
H -3.275 0.952 4.109
O 1.079 0.593 1.487
N 3.324 -3.709 4.731
H 0.775 1.113 7.252
C 2.060 -3.374 5.508
H 1.481 -10.378 0.123
H -5.291 5.067 5.090
H 7.131 6.511 -4.352
F -1.691 7.114 -3.813
C 2.494 -3.331 6.975
H 0.143 -0.720 -8.258
H 2.445 4.950 7.085
C -0.306 -3.144 -7.594
C 1.015 1.957 7.898
H 3.670 3.092 5.916
H -1.432 7.265 1.539
C -4.222 0.624 3.680
C -0.535 6.167 -0.125
O 6.743 2.411 -3.907
H -7.365 0.938 -5.415
H 3.409 -4.547 4.175
H 0.430 -4.033 4.203
H 4.617 -3.257 8.729
H -5.729 3.928 0.999
C -4.226 2.932 3.004
H 1.385 2.984 6.056
H -1.816 1.959 9.688
C -0.886 1.570 9.275
C 7.579 1.374 -4.294
H -1.152 0.651 8.752
C -1.023 -11.009 0.686
H 2.549 1.862 -6.822
H -4.141 -1.610 -4.579
H 7.009 0.451 -4.189
C -0.537 7.228 0.918
H 0.994 -6.775 -0.960
H -6.157 -2.536 -6.304
N -6.186 3.963 1.898
H 4.185 -3.646 5.255
H 0.178 7.036 1.719
F -1.163 5.204 -4.285
C 7.358 3.681 -3.994
H -5.520 -1.833 -3.511
C -0.496 -10.458 -0.648
O -0.213 2.360 8.259
O -1.648 6.460 -0.983
C -1.049 6.067 -3.311
N 1.012 -10.716 -0.705
H -6.931 4.635 1.780
O -3.235 5.333 -2.064
H 5.635 4.750 -3.313
H -0.960 -2.767 -8.380
H -0.399 -10.713 1.529
H -0.110 1.372 10.014
C 3.283 2.529 6.765
H 7.884 4.430 -1.454
H 3.373 -3.002 4.012
C -5.142 4.181 3.049
N -6.825 0.492 -4.687
H -6.407 3.754 4.888
H 6.336 4.954 -1.051
H 3.100 -0.279 -5.327
C 0.839 -4.333 5.168
H 1.852 -2.376 5.122
H 4.654 -1.455 8.634
H 0.620 0.475 -6.009
H 1.230 -11.695 -0.818
H -4.008 0.110 2.743
H 8.401 3.784 -3.694
H -7.904 -2.842 -8.138
N 1.327 0.557 0.302
H 3.250 1.496 6.419
C -8.522 -2.372 -7.373
H -8.936 -3.157 -6.741
H -5.398 -0.285 -6.134
C 1.442 0.003 -6.547
C -1.853 5.541 -2.047
H -7.413 0.205 -3.917
H -0.973 -12.098 0.698
H 3.187 -2.183 9.223
H -9.319 -1.904 -7.952
H -3.843 2.667 2.018
H -0.934 -10.928 -1.528
H 1.656 -1.537 -8.037
H -1.302 4.602 -1.985
H 0.000 -8.570 0.282
C 2.334 0.929 -7.342
H -0.632 5.233 0.427
N 2.195 -0.716 -5.428
H -6.214 1.211 -4.328
O -0.077 -8.286 -1.742
H 0.439 6.261 -0.606
H -7.414 -2.364 -5.122
F 0.239 6.379 -3.218
H -4.764 -0.187 4.167
H 1.509 -10.243 -1.447
C 7.292 6.179 -3.326
C -5.935 -0.697 -5.280
H 0.581 -3.537 -8.091
O -4.962 1.872 3.592
O 0.043 -2.038 -6.693
C 4.036 -2.350 8.560
H 3.924 2.575 7.646
C 6.710 4.788 -3.139
H 6.568 3.509 -1.425
C -6.837 -1.808 -5.861
H -6.701 5.228 4.070
N 6.904 4.423 -1.696
H 7.016 7.084 -2.787
H -3.347 3.218 3.583
H 7.353 3.911 -5.059
H 8.472 1.323 -3.670
O 3.515 -2.380 7.291
H -0.755 -6.341 -1.524
O 0.756 -0.270 -0.394
*
```

***

Table of lowest unoccupied orbital energy (eV), in record order: -8.80; -8.45